(1)
Computed, not measured: C14H30LiO5 as an isolated structure at a distorted geometry, with ωB97M-V/def2-TZVPD.

Values from the calculation:
Net charge = -1

Each line ends with the Löwdin charge.
Positions of all 50 atoms, in Å:
1 Li 1.2419 -0.0814 -0.5650  0.73
2 C -0.3049 0.3069 -4.2943  -0.44
3 O 0.1591 1.0716 -3.1814  -0.50
4 H 0.4689 -0.0418 -4.9781  0.01
5 H -0.6686 -0.6355 -3.8848  0.01
6 H -1.0264 0.7937 -4.9504  0.02
7 C 3.3219 1.8156 2.0473  -0.45
8 O 2.6680 2.0936 0.8155  -0.48
9 H 4.2222 2.4116 2.1966  0.02
10 H 2.7515 1.9770 2.9621  0.02
11 H 3.6591 0.7883 2.1854  0.01
12 C -3.2814 -1.5719 1.4846  -0.17
13 C -2.5229 -1.6247 2.8029  -0.17
14 C -1.0537 -1.7896 2.4666  -0.19
15 O -1.0012 -1.3507 1.0992  -0.15
16 C -2.2086 -1.6825 0.4248  -0.20
17 H -3.8253 -0.6337 1.3757  0.11
18 H -4.0356 -2.3566 1.4250  0.11
19 H -2.8591 -2.5027 3.3545  0.10
20 H -2.5571 -0.7243 3.4163  0.11
21 H -0.6821 -2.8037 2.6131  0.11
22 H -0.4148 -1.1578 3.0836  0.12
23 H -2.2434 -2.7086 0.0585  0.11
24 H -2.4770 -0.9993 -0.3809  0.13
25 C 4.6846 -3.7855 -1.4646  -0.21
26 C 3.4789 -4.6038 -1.7048  -0.19
27 C 2.3760 -3.7916 -1.0299  -0.21
28 O 2.7968 -2.4846 -1.2739  -0.14
29 C 4.1907 -2.3737 -1.5315  -0.18
30 H 5.4859 -4.0269 -2.1629  0.12
31 H 5.0396 -3.9985 -0.4563  0.11
32 H 3.6226 -5.6445 -1.4141  0.11
33 H 3.3737 -4.6073 -2.7897  0.12
34 H 2.3491 -4.0150 0.0367  0.12
35 H 1.3693 -3.9904 -1.3974  0.12
36 H 4.6962 -1.7722 -0.7760  0.13
37 H 4.3826 -1.9288 -2.5079  0.13
38 C -3.4371 5.3090 0.5165  -0.17
39 C -3.0638 4.2241 1.5416  -0.16
40 C -1.7650 3.6450 0.9508  -0.21
41 O -1.5065 4.3171 -0.2373  -0.12
42 C -2.6590 4.9532 -0.7453  -0.20
43 H -3.1321 6.3131 0.8110  0.10
44 H -4.5096 5.3128 0.3220  0.10
45 H -3.8688 3.4924 1.6096  0.10
46 H -2.8858 4.5697 2.5599  0.10
47 H -1.8747 2.5907 0.6971  0.11
48 H -0.9685 3.7611 1.6858  0.12
49 H -3.2057 4.2409 -1.3633  0.11
50 H -2.2998 5.7003 -1.4531  0.12

Cartesian forces (eV/Å) of the 2 atoms listed first:
0.20 1.19 -0.41
1.25 0.51 2.43

=====

(2)
Computed, not measured: a 5-piece molecular cluster, C14H30O4S4 overall at a distorted geometry, with ωB97M-V/def2-TZVPD.

Values from the calculation:
Net charge = 0

Each line ends with the Löwdin charge.
Positions of all 52 atoms, in Å:
1 C 0.6902 2.3540 -5.3483  -0.29
2 S -0.4698 3.6890 -5.0043  0.76
3 O -1.5238 3.5150 -6.0983  -0.57
4 C -1.2418 3.2060 -3.4533  -0.29
5 H -0.0738 1.5520 -5.3503  0.04
6 H 1.4002 2.0610 -4.4443  0.10
7 H 1.0722 2.5480 -6.3693  0.05
8 H -1.5508 4.1330 -3.0993  -0.01
9 H -0.2608 3.0280 -2.6653  0.12
10 H -1.8328 2.2030 -3.5683  0.10
11 C -0.3568 4.0230 5.3267  -0.29
12 S -0.6128 3.6330 3.5447  0.73
13 O -0.9488 4.8770 2.8487  -0.55
14 C 1.1062 3.3250 3.1087  -0.33
15 H 0.2232 4.9970 5.4267  0.06
16 H 0.0492 3.1120 6.1057  0.13
17 H -1.3338 4.2110 5.7167  0.00
18 H 1.6412 2.4810 3.7127  0.07
19 H 1.8282 4.2440 3.4687  0.10
20 H 1.1102 3.1900 1.9317  0.07
21 C 1.7252 -5.5760 -4.7613  -0.21
22 S 1.2772 -4.7770 -3.2173  0.85
23 O 0.6542 -5.8090 -2.2833  -0.55
24 C 2.9132 -4.5240 -2.6203  -0.30
25 H 2.4222 -4.9360 -5.3403  0.10
26 H 0.9322 -5.8100 -5.1143  -0.07
27 H 2.0542 -6.5330 -4.5353  0.05
28 H 3.4532 -4.0460 -3.3663  0.02
29 H 3.4262 -5.4890 -2.4043  0.09
30 H 3.3192 -3.9410 -1.8503  0.04
31 C -2.9368 -0.4950 2.6007  -0.19
32 S -1.5888 -0.7180 3.8587  0.88
33 O -0.9948 0.6870 4.0287  -0.63
34 C -2.6708 -1.0520 5.3487  -0.20
35 H -2.4978 -0.1490 1.7847  -0.03
36 H -3.6458 0.0420 3.0777  0.01
37 H -3.4138 -1.5060 2.5287  0.08
38 H -2.0988 -1.2370 6.0517  -0.06
39 H -3.4088 -1.7000 4.9117  0.04
40 H -3.2878 -0.2040 5.7217  0.09
41 C 1.3542 -1.5460 0.6767  -0.02
42 C 0.9982 -1.8160 -0.8583  0.03
43 C 0.0402 -1.0190 -1.4953  -0.05
44 C -0.5488 0.0310 -0.6933  -0.05
45 C -0.0968 0.3790 0.6627  -0.05
46 C 0.8892 -0.4740 1.4607  -0.08
47 H 2.0182 -2.1190 1.1447  0.03
48 H 1.5392 -2.3440 -1.4083  -0.04
49 H -0.4148 -1.0770 -2.2473  -0.02
50 H -1.2058 0.6430 -1.2363  0.06
51 H -0.5018 1.1750 1.3117  0.07
52 H 1.3822 -0.4410 2.4727  0.11

Cartesian forces (eV/Å) of the 2 atoms listed first:
-0.41 -1.44 2.01
-0.83 0.77 -1.45

=====

Looking at lowest unoccupied orbital energy for the records above, in order, we have 0.0885; 0.0141 Eh.